# C23H64O9

9 unconnected molecules or ions with the total composition C23H64O9 in a non-equilibrium geometry (the ωB97M-V functional and the def2-TZVPD basis, OMol25).

As for the HOMO-LUMO gap: 10.34 eV. As for the strongest force on any atom: 2.7 eV Å⁻¹. As for the SMILES: CC(C)O.CC(C)O.CC(C)O.CC(C)O.CC(C)O.CCO.CCO.CCO.CCO. As for the total charge: 0. For the LUMO energy, the calculation gives 0.3 eV.

Bonds (Å) are listed after each position.
Positions of all 96 atoms, in Å:
1 C -4.2023 2.6233 -8.0970  C85 1.531, O90 1.377, C94 1.523, H95 1.090
2 C 5.4816 -5.5724 -6.6119  C7 1.599, H13 1.090, H65 1.090, O70 1.386
3 H -1.7566 -4.2741 8.4251  C88 1.090
4 O 4.8608 -9.4438 -1.4271  H76 0.960, C96 1.391
5 O -2.5578 -6.0010 8.0304  H16 0.960, C88 1.393
6 H 5.5378 7.0718 1.9424  C47 1.090
7 C 6.1133 -4.9782 -7.9555  C2 1.599, H20 1.090, H25 1.090, H41 1.090
8 H 6.5532 -8.1627 -0.1994  C42 1.090
9 H -1.9965 -3.4884 5.9956  C43 1.090
10 H -0.8717 9.6939 -1.2209  C80 1.090
11 H -5.9490 3.9295 -7.8802  C85 1.090
12 H -2.7870 -4.8714 5.5860  C43 1.090
13 H 4.8413 -4.8344 -6.1288  C2 1.090
14 H -1.4436 2.2230 8.1164  C52 1.090
15 H 5.2191 5.7264 0.9571  C47 1.090
16 H -2.9811 -6.1615 8.8769  O5 0.960
17 H -7.5565 -1.9959 0.0506  C38 1.090
18 O 7.7695 5.6840 1.6087  C64 1.392, H75 0.960
19 H -4.9365 0.6261 0.3347  O27 0.960
20 H 6.7758 -4.1417 -7.7330  C7 1.090
21 H -0.0549 1.2303 -2.0567  C57 1.090
22 H 1.3792 -1.9672 -0.3277  C66 1.090
23 H -7.4611 -0.5831 2.4316  C79 1.090
24 H -2.3881 7.9139 -1.6835  C92 1.090
25 H 6.7341 -5.6636 -8.5325  C7 1.090
26 H -4.3254 4.7854 -7.7941  C85 1.090
27 O -5.7951 0.9236 0.0250  H19 0.960, C30 1.432
28 H 2.8032 -7.9147 0.7380  C29 1.090
29 C 3.0594 -8.4414 -0.1812  H28 1.090, H51 1.090, H82 1.090, C96 1.542
30 C -6.8604 0.0368 0.3834  O27 1.432, C38 1.533, H53 1.090, C79 1.523
31 O -2.5310 10.0658 -0.1162  H54 0.960, C80 1.417
32 H -3.6648 1.9751 -9.7114  O90 0.960
33 H 5.5724 -7.4759 1.1200  C42 1.090
34 H -0.9934 7.1397 -0.7499  C92 1.090
35 H 1.6855 1.0861 -0.6238  C87 1.090
36 H -5.6895 -0.5074 2.2200  C79 1.090
37 H -1.3726 4.9171 6.4494  C86 1.090
38 C -6.8223 -1.3029 -0.3604  H17 1.090, C30 1.533, H60 1.090, H61 1.090
39 H 5.2474 -6.9930 -0.4612  C42 1.090
40 H 0.5139 0.3201 1.1139  O56 0.960
41 H 5.3808 -4.5818 -8.6587  C7 1.090
42 C 5.5473 -7.8743 0.1058  H8 1.090, H33 1.090, H39 1.090, C96 1.556
43 C -2.0406 -4.5328 6.3045  H9 1.090, H12 1.090, H49 1.090, C88 1.519
44 H -5.8707 1.2086 -7.7388  C94 1.090
45 H 7.0137 5.4448 3.4345  C64 1.090
46 H 2.6542 -1.2440 -1.4338  C66 1.090
47 C 5.4857 5.9838 1.9821  H6 1.090, H15 1.090, H62 1.090, C64 1.520
48 H 4.6573 -9.8366 0.5097  C96 1.090
49 H -1.0264 -4.9191 6.2024  C43 1.090
50 H 0.0900 2.6282 9.0067  C52 1.090
51 H 2.2833 -9.1932 -0.3246  C29 1.090
52 C -0.6507 2.9537 8.2764  H14 1.090, H50 1.090, C67 1.501, H72 1.090
53 H -7.7589 0.5303 0.0130  C30 1.090
54 H -2.2430 10.9767 -0.0220  O31 0.960
55 H -0.3149 -0.5199 -2.2257  C57 1.090
56 O 0.1676 0.1033 0.2451  H40 0.960, C87 1.383
57 C 0.4372 0.2586 -2.0976  H21 1.090, H55 1.090, H69 1.090, C87 1.530
58 H -4.7889 1.5030 -6.4293  C94 1.090
59 H -4.2294 0.4823 -7.7842  C94 1.090
60 H -7.0477 -1.1416 -1.4145  C38 1.090
61 H -5.8318 -1.7505 -0.2786  C38 1.090
62 H 4.6845 5.6722 2.6524  C47 1.090
63 O 0.3312 2.0000 6.3705  C67 1.412, H84 0.960
64 C 6.7284 5.2193 2.4070  O18 1.392, H45 1.090, C47 1.520, H77 1.090
65 H 4.9095 -6.4549 -6.8984  C2 1.090
66 C 1.9988 -1.1050 -0.5741  H22 1.090, H46 1.090, C87 1.533, H89 1.090
67 C 0.0155 3.2424 6.9627  C52 1.501, O63 1.412, C86 1.527, H93 1.090
68 H -2.4788 7.4445 0.0039  C92 1.090
69 H 1.1409 0.1267 -2.9195  C57 1.090
70 O 6.5353 -5.9817 -5.8099  C2 1.386, H71 0.960
71 H 6.2264 -6.5381 -5.0912  O70 0.960
72 H -1.1290 3.8645 8.6365  C52 1.090
73 H -6.6519 0.9049 2.2844  C79 1.090
74 H -3.4012 -4.0258 7.9415  C88 1.090
75 H 7.8153 6.6403 1.6793  O18 0.960
76 H 4.8326 -10.3957 -1.5482  O4 0.960
77 H 6.4504 4.1655 2.3933  C64 1.090
78 H -4.7918 3.9031 -6.4981  C85 1.090
79 C -6.6467 -0.1088 1.8838  H23 1.090, C30 1.523, H36 1.090, H73 1.090
80 C -1.4269 9.2266 -0.4076  H10 1.090, O31 1.417, H91 1.090, C92 1.468
81 H -0.4873 4.2335 5.1059  C86 1.090
82 H 2.7938 -7.7567 -0.9866  C29 1.090
83 H -1.7468 3.2819 5.7860  C86 1.090
84 H 1.1735 1.7809 6.7757  O63 0.960
85 C -4.9014 3.8846 -7.5824  C1 1.531, H11 1.090, H26 1.090, H78 1.090
86 C -0.9611 3.9875 6.0562  H37 1.090, C67 1.527, H81 1.090, H83 1.090
87 C 1.1363 0.1519 -0.7411  H35 1.090, O56 1.383, C57 1.530, C66 1.533
88 C -2.5226 -4.6390 7.7408  H3 1.090, O5 1.393, C43 1.519, H74 1.090
89 H 2.7089 -1.0803 0.2525  C66 1.090
90 O -4.2695 2.6810 -9.4712  C1 1.377, H32 0.960
91 H -0.7756 9.2742 0.4652  C80 1.090
92 C -1.8158 7.8551 -0.7577  H24 1.090, H34 1.090, H68 1.090, C80 1.468
93 H 0.9189 3.8100 7.1861  C67 1.090
94 C -4.8158 1.3591 -7.5094  C1 1.523, H44 1.090, H58 1.090, H59 1.090
95 H -3.1425 2.6930 -7.8517  C1 1.090
96 C 4.4998 -8.9928 -0.1620  O4 1.391, C29 1.542, C42 1.556, H48 1.090